2 unconnected molecules or ions with the total composition C2H8O2 at a distorted geometry. Source: OMol25; level of theory: ωB97M-V/def2-TZVPD.

Results
SMILES: CO.CO
Kohn-Sham gap: 11.1 eV
E_HOMO: -10.3 eV

Each atom is followed by the atoms it is bonded to, with distances in Å.
Element x y z (Å)
1 O 1.08178 0.32274 0.95310  C3 1.417, H12 0.961
2 O -1.35476 -0.15046 -1.41774  C4 1.420, H6 0.963
3 C 1.96638 1.25728 1.54672  O1 1.417, H7 1.094, H9 1.098, H10 1.092
4 C -1.60032 -1.52191 -1.14273  O2 1.420, H5 1.087, H8 1.085, H11 1.098
5 H -1.08960 -2.07226 -1.92841  C4 1.087
6 H -2.00250 0.44392 -1.02493  O2 0.963
7 H 2.67303 1.67001 0.82127  C3 1.094
8 H -2.65724 -1.75419 -1.06861  C4 1.085
9 H 1.42908 2.02451 2.12041  C3 1.098
10 H 2.48744 0.71761 2.34002  C3 1.092
11 H -1.02761 -1.82440 -0.25580  C4 1.098
12 H 0.61054 0.70499 0.20727  O1 0.961

2 unconnected molecules or ions with the total composition C2H8O2S at a distorted geometry. Source: OMol25; level of theory: ωB97M-V/def2-TZVPD.

Results
SMILES: CSCO.O
Kohn-Sham gap: 9.6 eV
E_HOMO: -8.9 eV

Each atom is followed by the atoms it is bonded to, with distances in Å.
Element x y z (Å)
1 S 0.39815 1.02373 -1.18102  C4 1.854, C5 1.820
2 O -3.46446 -0.68401 1.11865  H7 0.984, H8 0.984
3 O 0.98767 0.73605 1.45723  C4 1.432, H6 0.980
4 C 1.63448 0.95029 0.19801  S1 1.854, O3 1.432, H11 1.107, H12 1.107
5 C 0.20000 -0.71069 -1.69691  S1 1.820, H9 1.103, H10 1.103, H13 1.103
6 H 1.51877 1.21265 2.12894  O3 0.980
7 H -3.77209 -1.04412 1.98117  O2 0.984
8 H -2.58435 -0.28976 1.31418  O2 0.984
9 H -0.02318 -1.46411 -0.92285  C5 1.103
10 H 1.14806 -0.98338 -2.19029  C5 1.103
11 H 2.33324 0.10025 0.07711  C4 1.107
12 H 2.23003 1.88285 0.16503  C4 1.107
13 H -0.60634 -0.72976 -2.44929  C5 1.103